No. 1
{
  "formula": "C13H7N4",
  "method": "ωB97M-V/def2-TZVPD",
  "species": ["C", "C", "C", "N", "C", "N", "C", "C", "C", "C", "C", "C", "H", "H", "H", "H", "H", "H", "C", "C", "N", "C", "N", "H"],
  "xyz": [[0.46929, -0.56560, 1.05938], [-0.57350, -0.64452, 1.92873], [-0.41973, -0.53327, 3.34127], [-0.29178, -0.53542, 4.50557], [-1.85978, -1.10709, 1.52108], [-2.89681, -1.56731, 1.22037], [0.31261, -0.85739, -0.35443], [-0.77804, -0.36453, -1.10686], [-0.85821, -0.59087, -2.47743], [0.09938, -1.39488, -3.10988], [1.15784, -1.94154, -2.36815], [1.28182, -1.64074, -1.01789], [1.46403, -0.33068, 1.45185], [-1.56553, 0.19459, -0.60692], [-1.67673, -0.15826, -3.05369], [0.02615, -1.59577, -4.17671], [1.88154, -2.60297, -2.84578], [2.08905, -2.05947, -0.41863], [0.03076, 2.73844, 0.95934], [0.98777, 3.13843, 0.04596], [1.73498, 3.48271, -0.79516], [0.15480, 3.10802, 2.28612], [0.16962, 3.42457, 3.41749], [-0.93952, 2.40357, 0.59437]],
  "atomic_forces_ev_per_a": [[-0.659, 0.114, 0.917], [0.781, -0.280, -0.420], [0.566, 0.177, 2.959], [-0.315, 0.008, -2.593], [-2.776, -1.299, -0.812], [2.380, 1.186, 0.716], [0.004, -0.012, -1.534], [0.353, -0.127, 0.236], [0.305, -0.399, -0.002], [0.122, 0.088, 0.417], [-0.339, 0.168, -0.136], [-0.413, 0.203, 0.421], [-0.405, -0.061, -0.148], [0.305, 0.087, -0.163], [0.211, -0.144, 0.191], [0.004, 0.044, 0.199], [-0.163, 0.246, 0.097], [-0.005, 0.121, -0.245], [-0.347, -0.494, -0.219], [1.036, 0.672, -1.831], [-0.705, -0.531, 1.065], [-0.377, 0.594, 2.026], [0.164, -0.454, -1.238], [0.270, 0.094, 0.097]],
  "nbo_charge": [0.00, -0.30, 0.29, -0.29, 0.29, -0.32, -0.02, -0.17, -0.21, -0.19, -0.22, -0.20, 0.25, 0.23, 0.22, 0.21, 0.21, 0.21, -0.77, 0.30, -0.52, 0.29, -0.50, 0.23],
  "lumo_ev": 1.7,
  "spin_multiplicity": 1,
  "total_charge": -1
}

No. 2
{
  "formula": "C13H7N4O2S5Sn",
  "method": "ωB97M-V/def2-TZVPD",
  "species": ["Sn", "S", "S", "S", "S", "O", "N", "O", "C", "C", "C", "C", "C", "C", "N", "C", "C", "N", "C", "C", "C", "C", "H", "H", "H", "H", "H", "H", "H", "S", "C", "N"],
  "xyz": [[2.76211, -0.40999, -0.61224], [2.47606, 0.61829, 1.91020], [3.24111, 2.41352, 2.11834], [5.20160, 2.36925, 1.59519], [5.66941, 0.65914, 0.97598], [-5.13364, 0.01415, 0.21196], [-4.30451, 0.05549, -0.66621], [-4.51358, 0.33423, -1.82939], [-2.91869, -0.30816, -0.29864], [-2.78410, -1.24930, 0.65149], [-1.48350, -1.71274, 1.01963], [-1.28024, -2.71671, 1.98360], [-0.00418, -3.12006, 2.27558], [1.06071, -2.50992, 1.60228], [0.88943, -1.56204, 0.70206], [-0.35906, -1.16132, 0.40098], [-0.51450, -0.12690, -0.59566], [0.60861, 0.39895, -1.14872], [0.49093, 1.34919, -2.06169], [-0.74440, 1.85057, -2.46854], [-1.88945, 1.33875, -1.92115], [-1.79699, 0.30739, -0.96368], [-3.66426, -1.66170, 1.12575], [-2.13346, -3.15991, 2.48117], [0.19258, -3.88928, 3.00798], [2.08440, -2.80267, 1.80919], [1.41177, 1.73970, -2.47258], [-0.78130, 2.63788, -3.20700], [-2.85437, 1.71198, -2.22428], [4.04270, 4.27464, -1.05687], [3.66067, 2.73105, -1.14795], [3.36814, 1.58652, -1.19678]],
  "atomic_forces_ev_per_a": [[0.028, 0.020, 0.074], [0.008, -0.047, -0.015], [0.113, 0.038, -0.033], [-0.115, -0.075, 0.007], [-0.018, 0.075, 0.016], [0.011, 0.007, -0.013], [-0.013, -0.012, -0.005], [0.001, 0.001, 0.020], [0.010, 0.004, 0.000], [0.000, 0.001, -0.003], [-0.006, 0.005, 0.000], [-0.008, 0.000, 0.000], [0.015, 0.003, 0.000], [-0.011, -0.002, -0.004], [0.004, -0.022, -0.005], [0.010, 0.007, 0.006], [-0.007, -0.012, -0.001], [0.007, -0.006, -0.010], [-0.001, 0.009, 0.004], [0.008, 0.000, 0.003], [-0.004, -0.008, 0.007], [-0.004, 0.006, -0.009], [0.000, -0.001, 0.001], [0.001, -0.001, 0.001], [-0.001, 0.000, 0.000], [-0.002, -0.002, 0.001], [-0.002, -0.001, -0.003], [0.001, 0.000, 0.000], [-0.001, 0.002, -0.001], [0.106, -0.028, 0.046], [-0.136, 0.043, -0.081], [0.008, -0.005, -0.002]],
  "nbo_charge": [1.25, -0.35, 0.23, 0.39, -0.04, -0.33, 0.53, -0.36, 0.05, -0.13, -0.10, -0.10, -0.23, 0.09, -0.52, 0.24, 0.14, -0.53, 0.10, -0.24, -0.10, -0.02, 0.26, 0.24, 0.25, 0.22, 0.24, 0.25, 0.26, -0.05, 0.18, -0.86],
  "lumo_ev": [-5.9, -6.1],
  "spin_multiplicity": 1,
  "total_charge": 1
}

No. 3
{
  "formula": "C13H8BCl3F3GeNRhS2",
  "method": "ωB97M-V/def2-TZVPD",
  "species": ["Rh", "S", "C", "N", "C", "C", "C", "C", "C", "C", "S", "H", "H", "H", "H", "Cl", "Ge", "Cl", "Cl", "F", "C", "C", "C", "C", "C", "C", "H", "H", "H", "H", "F", "B", "F"],
  "xyz": [[0.40417, 0.34638, -0.57018], [2.65146, -0.60546, -0.45456], [1.96675, -1.20392, 1.05647], [0.75696, -0.80617, 1.29525], [0.27917, -1.31323, 2.49378], [-0.97882, -1.07658, 3.04243], [-1.27681, -1.66047, 4.25447], [-0.34483, -2.46928, 4.91842], [0.90396, -2.71014, 4.38302], [1.20654, -2.12226, 3.15771], [2.67510, -2.23982, 2.23191], [-1.69573, -0.46240, 2.51354], [-2.24897, -1.49702, 4.69916], [-0.60987, -2.91589, 5.86722], [1.62120, -3.33660, 4.89530], [-2.23595, -2.35458, 0.02434], [-1.70602, -0.57823, -1.08522], [-3.16807, 0.89875, -0.38015], [-2.27737, -1.03811, -3.10626], [-0.13132, 4.91955, -4.44942], [-0.02860, 3.83069, -3.66538], [-0.00942, 2.58242, -4.26571], [0.09267, 1.45526, -3.47020], [0.18941, 1.57856, -2.08249], [0.15812, 2.85844, -1.51621], [0.05094, 3.99993, -2.29955], [-0.07991, 2.50965, -5.34259], [0.09717, 0.47984, -3.93352], [0.21140, 2.98501, -0.43417], [0.02430, 4.99162, -1.87000], [0.75386, -2.54701, -1.30455], [1.21804, -1.34224, -1.65840], [1.53047, -1.15670, -2.94448]],
  "atomic_forces_ev_per_a": [[-0.099, 0.037, 0.002], [0.112, -0.125, 0.001], [-0.019, 0.019, -0.010], [0.048, 0.004, 0.046], [0.003, 0.003, -0.044], [-0.022, -0.003, 0.029], [0.000, 0.012, -0.017], [0.018, -0.008, -0.002], [-0.024, 0.007, 0.005], [0.006, -0.021, 0.027], [0.001, 0.026, -0.048], [0.008, 0.001, -0.002], [0.000, -0.001, 0.001], [0.001, -0.001, 0.000], [-0.004, -0.001, 0.005], [0.005, -0.007, -0.012], [-0.175, 0.117, 0.044], [0.160, -0.147, -0.080], [-0.003, -0.030, 0.010], [-0.004, 0.009, 0.005], [0.010, -0.012, -0.010], [-0.003, -0.010, -0.002], [0.002, 0.008, -0.001], [0.010, 0.043, 0.036], [-0.001, -0.016, -0.013], [0.005, -0.004, 0.014], [-0.003, 0.009, -0.001], [0.008, -0.002, 0.000], [-0.006, 0.012, -0.005], [-0.001, 0.006, -0.013], [-0.003, 0.005, 0.021], [-0.037, 0.053, 0.007], [0.006, 0.017, 0.006]],
  "nbo_charge": [0.28, 0.11, -0.09, -0.53, 0.19, -0.21, -0.20, -0.20, -0.20, -0.25, 0.48, 0.24, 0.23, 0.22, 0.23, -0.40, 1.08, -0.42, -0.39, -0.32, 0.41, -0.27, -0.21, -0.17, -0.25, -0.28, 0.23, 0.24, 0.21, 0.23, -0.50, 1.00, -0.50],
  "lumo_ev": [-0.6, -2.3],
  "s_squared": 0.760,
  "spin_multiplicity": 2
}

No. 4
{
  "formula": "C13H8Cl3GeIO12S3V",
  "method": "ωB97M-V/def2-TZVPD",
  "species": ["V", "O", "S", "O", "O", "C", "C", "C", "C", "C", "C", "S", "O", "O", "O", "H", "H", "H", "H", "Cl", "Ge", "Cl", "Cl", "I", "C", "C", "C", "C", "C", "C", "C", "O", "O", "H", "H", "H", "H", "O", "S", "O", "O", "O"],
  "xyz": [[-0.21580, 0.92660, 0.14170], [-0.02950, 2.54080, 1.41410], [0.18250, 1.67820, 2.58770], [-0.50380, 2.07090, 3.77550], [-0.21810, 0.32790, 2.11350], [1.92980, 1.83440, 2.92730], [2.34260, 1.90980, 4.24950], [3.63880, 2.30630, 4.54620], [4.50830, 2.64950, 3.52150], [4.10640, 2.52120, 2.19970], [2.80990, 2.13050, 1.90280], [2.41620, 1.83630, 0.16760], [3.64520, 1.41700, -0.42880], [1.74680, 2.93730, -0.45750], [1.44240, 0.67570, 0.31880], [1.62820, 1.69140, 5.02600], [3.95830, 2.37620, 5.57390], [5.50040, 3.01110, 3.74680], [4.77740, 2.71780, 1.37850], [-0.18910, -1.95240, 0.22050], [-2.01340, -2.15150, -0.82780], [-2.00170, -3.43140, -2.46780], [-3.64650, -2.38210, 0.43420], [-3.51300, 7.89310, -0.41160], [-3.34950, 5.80070, -0.28010], [-2.11800, 5.20770, -0.50790], [-1.99850, 3.83560, -0.39990], [-3.10880, 3.07180, -0.03880], [-4.34980, 3.68000, 0.15920], [-4.47160, 5.04970, 0.03640], [-3.00960, 1.61180, 0.19430], [-3.94500, 0.88270, 0.41240], [-1.76710, 1.17930, 0.18750], [-1.26000, 5.80780, -0.77240], [-1.04640, 3.36280, -0.61320], [-5.20290, 3.06840, 0.40800], [-5.42740, 5.53130, 0.17990], [-1.10310, -0.45350, -3.52410], [-1.37190, 0.29190, -2.35230], [-2.38650, -0.53560, -1.51210], [-0.13590, 0.32350, -1.46410], [-1.90750, 1.60060, -2.44160]],
  "atomic_forces_ev_per_a": [[1.530, 0.295, 4.190], [-0.026, 0.219, -0.718], [-0.461, 0.418, 2.916], [0.332, -0.048, -0.174], [0.178, -0.290, -0.347], [-0.512, 0.108, 0.035], [-0.086, -0.040, -0.065], [-0.074, 0.027, -0.177], [-0.134, -0.077, -0.056], [-0.128, 0.068, -0.169], [0.192, -0.266, -0.515], [2.886, 1.522, -0.189], [-0.316, -0.307, 0.184], [-0.320, -0.084, 0.018], [5.518, -1.139, 0.296], [-0.062, 0.021, 0.134], [-0.003, 0.000, 0.103], [0.084, -0.058, 0.002], [0.149, 0.032, -0.008], [0.042, -0.886, 0.230], [-0.542, 0.262, -0.299], [0.167, -0.457, -0.045], [-0.150, -0.339, 0.323], [0.006, -0.297, 0.003], [-0.003, 0.382, -0.006], [0.076, 0.050, -0.081], [-0.226, -0.174, 0.050], [0.023, 0.171, 0.026], [0.298, -0.133, -0.050], [-0.042, 0.070, -0.054], [-3.578, 1.091, 0.212], [0.962, 0.300, -0.056], [-5.299, 0.553, 0.370], [0.023, 0.008, -0.018], [-0.127, 0.282, 0.015], [-0.054, -0.061, 0.061], [-0.027, 0.003, 0.043], [0.544, -0.103, -0.316], [-1.491, -0.229, -2.649], [-0.016, -0.418, 0.279], [0.800, -0.907, -3.358], [-0.132, 0.431, -0.138]],
  "nbo_charge": [1.41, -0.89, 2.40, -0.90, -0.89, -0.25, -0.19, -0.19, -0.18, -0.17, -0.34, 2.42, -0.91, -0.91, -0.84, 0.25, 0.23, 0.23, 0.25, -0.28, 1.64, -0.30, -0.30, 0.16, -0.11, -0.24, -0.14, -0.12, -0.14, -0.26, 0.78, -0.51, -0.51, 0.24, 0.22, 0.24, 0.23, -0.91, 2.61, -1.06, -0.85, -0.93],
  "lumo_ev": [-2.2, -1.7],
  "s_squared": 0.756,
  "spin_multiplicity": 2
}

No. 5
{
  "formula": "C13H8MgN2O5S2",
  "method": "ωB97M-V/def2-TZVPD",
  "species": ["Mg", "C", "C", "N", "C", "C", "S", "C", "C", "S", "C", "N", "C", "H", "H", "H", "H", "H", "H", "H", "H", "O", "C", "C", "O", "C", "C", "O", "C", "O", "O"],
  "xyz": [[1.01218, 1.07752, 2.19424], [4.07542, 0.56967, -0.05012], [2.67654, 0.70190, -0.54627], [1.62581, 0.70398, 0.23494], [0.46444, 0.82306, -0.47607], [0.59034, 0.91192, -1.81669], [2.26836, 0.85792, -2.19341], [-1.71923, 1.59077, -0.01541], [-2.22294, 2.53598, 0.81053], [-3.59862, 3.19315, 0.03803], [-3.36005, 2.16103, -1.31487], [-2.33248, 1.36584, -1.20148], [-4.25118, 2.19928, -2.51365], [4.28437, -0.47394, 0.19164], [4.19961, 1.14946, 0.86431], [4.78889, 0.91028, -0.79646], [-0.18593, 1.01600, -2.55311], [-1.88810, 2.89301, 1.77591], [-5.18361, 2.71809, -2.29983], [-4.47481, 1.18347, -2.83539], [-3.75400, 2.71545, -3.33608], [0.34401, 5.31418, 5.67630], [0.53531, 4.35702, 4.98488], [-0.35582, 3.80242, 3.85251], [-1.39378, 4.32549, 3.49041], [0.28978, 2.62075, 3.33003], [1.48958, 2.40092, 3.98485], [2.27920, 1.41752, 3.64609], [1.76589, 3.42399, 5.04092], [2.72146, 3.52945, 5.76042], [-0.62514, 0.79934, 0.33182]],
  "atomic_forces_ev_per_a": [[-0.149, 0.038, -0.067], [-0.068, -0.016, 0.045], [0.174, 0.003, -0.147], [-0.016, -0.054, 0.119], [-0.055, -0.119, -0.246], [0.068, 0.077, -0.064], [-0.059, -0.014, 0.114], [-0.033, 0.062, 0.148], [-0.083, 0.065, -0.001], [0.013, -0.027, -0.049], [-0.065, 0.043, -0.022], [0.012, -0.049, -0.051], [0.043, -0.015, 0.017], [0.023, 0.010, -0.050], [0.008, 0.035, -0.014], [0.030, -0.019, 0.018], [0.003, -0.035, 0.003], [0.064, -0.028, 0.013], [0.001, -0.001, 0.009], [-0.008, 0.005, -0.003], [-0.004, -0.001, -0.001], [0.008, -0.065, -0.054], [0.039, 0.000, 0.051], [0.078, -0.105, -0.070], [-0.080, 0.011, 0.008], [-0.103, 0.137, 0.073], [0.031, -0.019, -0.080], [0.137, -0.042, 0.091], [0.058, 0.041, 0.096], [-0.095, 0.015, -0.040], [0.029, 0.068, 0.153]],
  "nbo_charge": [1.67, -0.67, 0.10, -0.66, 0.43, -0.50, 0.52, 0.38, -0.48, 0.48, 0.06, -0.49, -0.65, 0.25, 0.26, 0.24, 0.29, 0.31, 0.23, 0.24, 0.23, -0.45, 0.39, 0.39, -0.58, -0.77, 0.24, -0.88, 0.40, -0.47, -0.51],
  "lumo_ev": -0.6,
  "spin_multiplicity": 1
}